Entry 1:
Formula: C20H25N2O
Source: the OMol25 dataset
Level of theory: wB97M-V/def2-TZVPD

Last column: Mulliken charge in e.
Geometry (Å):
1 C -5.876497 0.241356 3.004419  -1.372
2 C -4.423881 -0.149697 2.826217  0.836
3 C -3.380134 0.361599 3.594296  -0.813
4 C -2.028213 0.068742 3.333047  -0.609
5 C -1.645269 -0.710231 2.196627  0.116
6 C -0.181298 -1.066569 1.884833  1.120
7 N -0.189077 -1.634615 0.361487  -0.145
8 O -0.915637 -2.852823 0.067695  -0.450
9 C 0.756003 0.078339 2.046220  0.268
10 C 2.068594 -0.076940 2.545401  -1.004
11 C 2.911119 -1.317953 2.738470  2.172
12 C 2.356483 -2.050841 3.952893  -1.297
13 C 4.352050 -0.884379 3.004431  -2.112
14 C 2.892021 -2.149760 1.454130  -1.271
15 N 2.616771 1.144430 2.706093  0.028
16 C 1.695265 2.153276 2.453555  -0.369
17 C 1.859781 3.521116 2.608325  -0.645
18 C 0.748871 4.356551 2.433782  -0.635
19 C -0.498054 3.744400 2.138568  -0.873
20 C -0.632537 2.361873 1.983867  -0.163
21 C 0.449443 1.515624 2.185230  0.568
22 C -2.730793 -1.425924 1.639439  -0.485
23 C -4.068159 -1.068060 1.847293  -0.986
24 H -6.572508 -0.308656 2.329805  0.341
25 H -6.179617 0.050837 4.046546  0.348
26 H -6.026867 1.320448 2.831672  0.321
27 H -3.798445 1.017284 4.364138  0.387
28 H -1.413784 0.600072 4.069531  0.405
29 H 0.160311 -2.037537 2.530807  0.053
30 H 0.693015 -1.617286 -0.181289  0.386
31 H -0.724952 -0.827986 0.028868  0.582
32 H -0.581387 -3.576855 0.650386  0.383
33 H 1.292379 -2.282160 3.854605  0.286
34 H 2.912641 -2.980527 4.121602  0.405
35 H 2.472145 -1.391918 4.823769  0.382
36 H 4.766729 -0.318357 2.157743  0.455
37 H 4.428238 -0.297249 3.931233  0.403
38 H 4.972889 -1.778554 3.129227  0.422
39 H 3.274084 -1.552664 0.610721  0.362
40 H 3.543694 -3.026708 1.579390  0.495
41 H 1.891951 -2.505926 1.173482  0.024
42 H 3.565531 1.344637 2.947451  0.218
43 H 2.808670 4.007239 2.928036  0.335
44 H 0.760465 5.462511 2.557201  0.361
45 H -1.387272 4.354502 2.024546  0.416
46 H -1.572421 1.878214 1.696945  0.474
47 H -2.476620 -2.190492 0.911808  0.582
48 H -4.801393 -1.553466 1.203197  0.295

Cartesian forces, eV/Å:
C -0.20 0.07 0.23
C -0.19 -0.54 -1.12
C -0.66 -0.32 -0.37
C -0.72 0.99 0.33
C -1.20 -0.93 1.94
C 0.23 -2.08 2.18
N -0.46 0.27 0.30
O 1.34 0.75 0.00
C 0.29 -0.24 1.29
C -0.30 0.25 -1.52
C -0.28 0.67 -0.25
C 0.21 -0.16 0.34
C 0.38 -0.36 0.11
C 0.20 -0.26 -0.27
N -0.47 0.52 -0.08
C -0.65 -0.72 0.79
C 0.21 1.64 0.31
C -0.76 -0.65 0.01
C 0.33 -0.28 -0.09
C -0.69 0.02 -0.34
C 1.53 0.38 -1.15
C 0.56 0.93 -0.87
C 0.54 -0.57 -0.20
H 0.69 0.32 0.48
H -0.01 0.03 -0.34
H 0.13 -0.37 0.01
H 1.21 -0.02 0.23
H 0.65 -0.51 -0.82
H -0.84 2.34 -1.77
H -0.16 -0.20 0.76
H -0.65 -0.61 -0.95
H 0.12 0.87 -0.21
H 0.27 -0.08 0.14
H -0.14 0.15 0.07
H -0.07 -0.33 -0.06
H -0.09 -0.12 0.25
H 0.06 -0.17 -0.26
H -0.04 0.18 0.04
H -0.04 -0.19 0.24
H -0.22 0.19 -0.12
H 0.35 -0.07 0.32
H 0.27 -0.17 0.13
H -0.61 -0.76 -0.41
H 0.35 -1.10 -0.08
H 0.14 0.03 -0.05
H 0.17 0.74 0.17
H -0.77 0.35 0.23
H -0.02 0.10 0.37

For the total energy, the calculation gives -26164.6806 eV. Its gap between HOMO and LUMO is 8.334 eV. The structure (SMILES) is Cc1ccc([C@@H]([NH2+]O)c2c(C(C)(C)C)[nH]c3ccccc23)cc1. For the lowest unoccupied orbital energy, the calculation gives -0.1015 Ha. The value obtained for the energy above the lowest of the compared OMol25 structures with the same formula, charge and spin is 335.3 kJ/mol. As for the spin multiplicity: 1. The charge is +1. The calculation puts the maximum force at 3.052 eV Å⁻¹.

Entry 2:
Formula: H28O14
Source: the OMol25 dataset
Level of theory: wB97M-V/def2-TZVPD

Last column: Mulliken charge in e.
Geometry (Å):
1 O -3.816226 -0.372833 -1.516692  -0.598
2 H -4.744333 -0.144646 -1.530884  0.279
3 H -3.531913 -0.803475 -0.702865  0.347
4 O 3.571970 1.795399 1.146687  -0.636
5 H 4.219886 2.503225 1.227496  0.272
6 H 3.787902 1.264869 0.365465  0.332
7 O 1.020516 1.162041 1.442123  -0.714
8 H 1.208815 0.277844 1.087981  0.289
9 H 1.821464 1.714158 1.389370  0.377
10 O -2.054537 3.191900 -1.925355  -0.559
11 H -2.245856 4.061993 -1.570036  0.271
12 H -2.900829 2.850738 -2.249419  0.298
13 O -1.788901 -2.468539 3.510785  -0.651
14 H -0.824413 -2.344963 3.369128  0.416
15 H -1.962126 -2.063873 4.362868  0.272
16 O 4.142087 -0.558680 -0.312712  -0.661
17 H 3.355338 -0.522065 -0.862321  0.338
18 H 4.249562 -1.432061 0.074529  0.301
19 O -0.624289 -2.054959 -3.605867  -0.651
20 H -1.446519 -1.552724 -3.644441  0.303
21 H -0.263171 -1.969175 -4.492617  0.316
22 O 1.834712 -2.205280 0.936693  -0.581
23 H 1.719840 -2.410131 -0.002147  0.341
24 H 0.962666 -2.302334 1.333947  0.236
25 O 0.230191 1.793283 -1.586229  -0.554
26 H -0.699244 1.599904 -1.691085  0.273
27 H 0.351547 2.097942 -0.677815  0.273
28 O -1.364512 0.900731 2.621868  -0.666
29 H -0.561475 0.946469 2.063205  0.501
30 H -2.178926 0.972342 2.134978  0.271
31 O -3.828365 -2.131605 0.837827  -0.663
32 H -3.340684 -1.534372 1.427297  0.324
33 H -3.914472 -2.988138 1.264039  0.306
34 O 0.427484 -1.185485 3.248899  -0.661
35 H 1.284878 -0.951146 3.629212  0.279
36 H -0.102093 -0.372406 3.335970  0.362
37 O 2.152664 3.278948 -3.498877  -0.621
38 H 2.465892 3.263241 -2.580992  0.299
39 H 1.541086 2.553354 -3.643908  0.310
40 O 0.835552 -1.399618 -1.455777  -0.578
41 H 0.559173 -1.802240 -2.292221  0.334
42 H 0.449675 -0.657633 -0.968095  0.271

Cartesian forces, eV/Å:
O 0.96 0.48 -0.84
H -0.12 -0.32 0.62
H -0.86 -0.25 0.02
O -0.03 0.51 0.07
H -0.03 -0.16 -0.17
H 0.39 -0.24 0.27
O -0.71 -0.16 -0.33
H 0.55 0.26 0.25
H 0.25 -0.51 -0.01
O -0.56 -0.25 -0.21
H -0.02 0.13 0.03
H 0.18 0.16 0.14
O -0.02 -0.41 -0.32
H -0.72 0.08 0.28
H 0.04 0.04 0.07
O 0.52 0.72 -0.19
H -0.24 -0.70 -0.03
H -0.52 0.05 -0.05
O -0.13 -0.08 -0.50
H -0.04 -0.02 0.28
H 0.09 -0.08 -0.10
O 0.28 -0.04 0.16
H -0.32 0.24 0.00
H 0.06 0.00 0.06
O 0.98 -0.50 0.14
H -0.40 0.37 0.09
H -0.23 -0.12 -0.06
O 0.44 -0.21 0.85
H -0.53 0.59 -0.30
H -0.01 0.05 -0.50
O 0.02 0.72 -0.27
H -0.09 -0.82 0.27
H 0.30 0.16 0.26
O 0.65 0.58 0.33
H -0.05 -0.23 -0.22
H -0.22 -0.31 -0.12
O 0.58 0.49 -0.11
H -0.55 -0.36 -0.49
H -0.04 -0.07 0.63
O 1.97 -0.74 1.28
H -1.27 1.27 0.25
H -0.55 -0.31 -1.54

For the total energy, the calculation gives -29119.9848 eV. Its gap between HOMO and LUMO is 10.881 eV. For the lowest unoccupied orbital energy, the calculation gives 0.0037 Ha. The value obtained for the energy above the lowest of the compared OMol25 structures with the same formula, charge and spin is 160.8 kJ/mol. As for the spin multiplicity: 1. The calculation puts the maximum force at 2.464 eV Å⁻¹.

Entry 3:
Formula: C4H7NO2
Source: the OMol25 dataset
Level of theory: wB97M-V/def2-TZVPD

Last column: Mulliken charge in e.
Geometry (Å):
1 O -0.339952 -2.089944 -1.939689  -0.570
2 C -0.696025 -1.765912 -0.824039  0.046
3 N -0.109831 -0.792092 -0.103492  0.115
4 C -0.590181 -0.032769 1.044791  -0.650
5 C 0.489036 1.016699 0.722808  0.331
6 O 0.019943 2.287185 0.377853  -0.529
7 C 0.840990 0.184892 -0.583804  -0.901
8 H -1.524145 -2.239061 -0.264761  0.341
9 H -0.477477 -0.552024 1.998636  0.253
10 H -1.611327 0.356509 0.937599  0.294
11 H 1.311977 1.078795 1.441668  0.306
12 H 0.254771 2.126074 -0.536769  0.355
13 H 1.881348 -0.137142 -0.672155  0.249
14 H 0.550872 0.558790 -1.598645  0.359

Cartesian forces, eV/Å:
O -0.12 0.03 0.24
C 0.03 -0.09 -0.06
N -0.12 -0.64 -0.13
C -0.06 -0.11 0.24
C 0.49 -0.60 -0.26
O 0.23 -0.16 -0.30
C 0.27 -0.12 0.33
H -0.03 -0.08 -0.19
H -0.04 0.04 -0.04
H 0.24 -0.04 0.00
H -0.16 -0.10 -0.03
H -0.65 1.83 -0.70
H -0.13 -0.24 0.12
H 0.04 0.29 0.79

For the total energy, the calculation gives -9845.1112 eV. Its gap between HOMO and LUMO is 10.484 eV. The structure (SMILES) is O=CN1CC(O)C1. For the lowest unoccupied orbital energy, the calculation gives 0.0282 Ha. The value obtained for the energy above the lowest of the compared OMol25 structures with the same formula, charge and spin is 209.2 kJ/mol. As for the spin multiplicity: 1. The calculation puts the maximum force at 2.067 eV Å⁻¹.

- Look up the energy above the lowest of the compared OMol25 structures with the same formula, charge and spin of the first one.
  335.3 kJ/mol